No. 1
This record from the Open Molecules 2025 dataset describes a 2-piece molecular cluster, C3H6N2 overall in a non-equilibrium geometry. The level of theory is ωB97M-V with the def2-TZVPD basis set.

Structure (XYZ):
```
11
Properties=species:S:1:pos:R:3:forces:R:3:lowdin_charge:R:1
N 1.166529 1.190555 -0.625858 0.108 -0.622 0.604 0.03
C 1.240279 -0.548235 0.810622 -0.360 -0.659 0.016 -0.15
N 1.506609 0.824235 0.512812 0.118 1.466 -0.964 -0.13
H 1.397919 2.186765 -0.748238 0.129 -0.103 0.354 0.06
H -0.934181 0.562815 -1.327068 0.413 0.164 -0.209 -0.02
H 0.742849 -1.084605 -0.004598 0.092 0.082 0.071 0.06
H 2.190719 -1.017435 1.065842 0.002 -0.026 0.004 0.08
C -1.758571 0.040545 -0.929808 -0.068 0.108 -0.011 -0.02
C -2.679171 -0.530775 -0.434538 -0.086 -0.124 -0.027 0.00
H -3.492451 -1.059025 -0.030008 -0.399 -0.228 0.233 0.00
H 0.619469 -0.564835 1.710842 0.051 -0.058 -0.072 0.08
```
Positions in Å, forces in eV/Å.

Results
SMILES   [H]/N=N/C.C#C
Largest force on an atom   0.03420 hartree/bohr
Multiplicity   1
HOMO-LUMO gap   10.27 eV
HOMO level   -9.36 eV
E_tot   -6184.6706 eV
ΔE to the lowest compared entry with this formula, charge and spin   373.8 kJ/mol

***

No. 2
This record from the Open Molecules 2025 dataset describes one molecule with the formula C3H6N2 in a non-equilibrium geometry. The level of theory is ωB97M-V with the def2-TZVPD basis set.

Structure (XYZ):
```
11
Properties=species:S:1:pos:R:3:forces:R:3:lowdin_charge:R:1
C -0.183557 -0.171440 -0.626051 2.147 2.030 0.413 -0.43
C -1.048167 1.004526 -0.219041 -0.152 -0.200 -0.137 -0.06
N -0.173124 -1.396563 0.082121 1.567 -0.522 0.441 0.02
C 1.153416 -0.281609 0.085095 -4.059 -2.465 -0.521 -0.16
N 2.249270 -0.300139 0.607590 1.166 0.895 -0.112 0.14
H -0.701847 -1.375521 0.950696 0.120 0.388 0.027 0.06
H -0.060123 -0.282421 -1.703305 -0.257 0.004 -0.059 0.13
H 2.573857 -1.075169 1.175321 -0.510 -0.117 0.014 0.07
H -0.673864 1.927590 -0.662411 -0.080 -0.034 -0.038 0.08
H -1.064288 1.123485 0.864956 0.061 -0.053 -0.001 0.08
H -2.071573 0.827261 -0.554972 -0.004 0.075 -0.026 0.08
```
Positions in Å, forces in eV/Å.

Results
SMILES   [H]/N=C1\N[C@H]1C
Largest force on an atom   0.09289 hartree/bohr
Multiplicity   1
HOMO-LUMO gap   9.44 eV
HOMO level   -8.42 eV
E_tot   -6185.5569 eV
ΔE to the lowest compared entry with this formula, charge and spin   288.3 kJ/mol

***

No. 3
This record from the Open Molecules 2025 dataset describes one molecule with the formula C3H6N2 in a non-equilibrium geometry. The level of theory is ωB97M-V with the def2-TZVPD basis set.

Structure (XYZ):
```
11
Properties=species:S:1:pos:R:3:forces:R:3:lowdin_charge:R:1
C -1.125954 0.449816 0.234345 -0.646 -3.454 9.399 -0.30
C -0.419056 0.751357 -0.771397 6.387 1.419 -11.036 -0.20
C 0.684030 -0.010153 -1.290344 -1.022 0.308 1.959 0.05
H 0.654367 -1.240490 2.290556 -1.576 0.143 -2.539 0.13
H 1.225484 -0.702351 0.894765 -1.072 0.384 -0.343 0.05
H -1.926739 1.038020 0.291516 -3.719 1.740 1.244 0.06
H -0.973462 1.702530 -1.321597 2.260 -2.551 0.523 0.16
H 1.193777 0.151649 -2.245174 -0.427 0.443 0.392 0.04
H 1.142514 -0.901744 -0.675335 -1.443 1.952 -2.000 0.06
N 0.311175 -1.061129 1.247469 1.779 0.374 4.006 -0.05
N -0.766136 -0.177504 1.345195 -0.520 -0.757 -1.605 -0.01
```
Positions in Å, forces in eV/Å.

Results
SMILES   C=C/C=N\N
Largest force on an atom   0.24950 hartree/bohr
Multiplicity   1
HOMO-LUMO gap   8.59 eV
HOMO level   -8.56 eV
E_tot   -6183.9312 eV
ΔE to the lowest compared entry with this formula, charge and spin   445.2 kJ/mol

***

No. 4
This record from the Open Molecules 2025 dataset describes a 2-piece molecular cluster, C3H6N2O overall in a non-equilibrium geometry. The level of theory is ωB97M-V with the def2-TZVPD basis set.

Structure (XYZ):
```
12
Properties=species:S:1:pos:R:3:forces:R:3:lowdin_charge:R:1
C 1.499671 -1.091629 -0.287866 -0.769 1.109 -1.027 -0.37
C 2.359448 -0.141246 -0.827686 0.331 -1.872 0.323 -0.31
N 1.754137 1.028759 -1.096241 -1.265 0.755 -0.313 0.00
C 0.474546 0.851266 -0.783670 0.459 -0.955 1.003 -0.25
N 0.288110 -0.385130 -0.186774 1.189 0.197 -1.009 0.00
H 1.457029 -2.192312 -0.419598 0.355 0.460 0.905 -0.04
H 3.395762 -0.317532 -1.095382 -0.160 0.193 0.058 0.06
H -0.365689 1.498144 -0.991502 0.260 0.235 0.232 0.08
H -0.500513 -0.717907 0.336186 -0.384 -0.161 -0.165 0.08
H -4.076698 0.415537 1.298335 0.023 0.147 -0.118 -0.01
H -2.722460 0.755516 1.950624 -0.376 -0.106 -0.067 0.01
O -3.563343 0.296531 2.103575 0.337 -0.002 0.178 -0.24
```
Positions in Å, forces in eV/Å.

Results
Largest force on an atom   0.03750 hartree/bohr
Multiplicity   2
HOMO-LUMO gap (alpha / beta)   1.69 / 8.47 eV
Total charge   -1
HOMO level (alpha / beta)   1.60 / -4.90 eV
E_tot   -8233.6932 eV
<S²>   0.7512
ΔE to the lowest compared entry with this formula, charge and spin   148.9 kJ/mol

***

No. 5
This record from the Open Molecules 2025 dataset describes a 2-piece molecular cluster, C3H6N2O overall in a non-equilibrium geometry. The level of theory is ωB97M-V with the def2-TZVPD basis set.

Structure (XYZ):
```
12
Properties=species:S:1:pos:R:3:forces:R:3:lowdin_charge:R:1
N -1.267100 -0.378940 0.732151 -0.158 -0.094 0.119 -0.07
C -1.298515 0.673625 -0.299885 -0.036 0.160 -0.151 -0.17
C 1.685210 0.152768 0.050768 0.100 -0.344 0.046 -0.11
O 1.321155 -0.900574 0.705420 0.017 0.317 -0.201 0.00
C 2.863120 -0.135002 -0.765198 0.727 0.028 -0.724 -0.23
N 3.662389 -0.171069 -1.608113 -0.631 0.004 0.847 0.14
H -1.865061 -0.121902 1.511915 0.125 -0.024 -0.045 0.09
H -1.649151 -1.242443 0.353271 0.009 0.123 0.091 0.09
H -0.814740 0.298611 -1.204545 -0.090 0.055 0.117 0.07
H -2.312957 1.002865 -0.553565 0.101 -0.082 0.049 0.07
H -0.704306 1.523116 0.037928 -0.156 -0.076 -0.044 0.07
H 0.379960 -0.701059 1.039857 -0.008 -0.065 -0.104 0.06
```
Positions in Å, forces in eV/Å.

Results
Largest force on an atom   0.02054 hartree/bohr
Multiplicity   1
HOMO-LUMO gap   8.86 eV
HOMO level   -9.08 eV
E_tot   -8232.8727 eV
ΔE to the lowest compared entry with this formula, charge and spin   369.2 kJ/mol

***

No. 6
This record from the Open Molecules 2025 dataset describes C3H6N2O as an isolated structure in a non-equilibrium geometry. The level of theory is ωB97M-V with the def2-TZVPD basis set.

Structure (XYZ):
```
12
Properties=species:S:1:pos:R:3:forces:R:3:lowdin_charge:R:1
N 1.615478 -0.608374 0.277703 0.081 0.108 0.185 0.06
C 0.536269 0.022591 -0.419842 0.024 -0.030 -0.162 -0.30
C -0.708653 -0.822407 -0.727640 0.197 -0.505 -0.355 -0.11
O -1.562142 0.262687 -0.322566 -0.225 -0.234 -0.314 -0.01
C -0.495366 0.887215 0.276612 -0.068 0.324 0.537 -0.44
N -0.633331 1.708398 1.217183 0.104 -0.341 -0.665 0.17
H 2.390406 0.033015 0.392544 0.015 -0.061 0.016 0.08
H 1.320589 -0.896578 1.206192 0.064 0.030 -0.090 0.08
H 0.895365 0.511946 -1.329904 0.017 -0.049 0.152 0.15
H -0.892666 -1.113657 -1.755502 0.018 -0.120 -0.084 0.12
H -0.808715 -1.666704 -0.038464 -0.014 0.007 -0.155 0.13
H -1.657236 1.681868 1.223686 -0.213 0.872 0.934 0.07
```
Positions in Å, forces in eV/Å.

Results
Largest force on an atom   0.02519 hartree/bohr
Multiplicity   1
HOMO-LUMO gap   10.93 eV
HOMO level   -9.98 eV
E_tot   -8234.6605 eV
ΔE to the lowest compared entry with this formula, charge and spin   196.7 kJ/mol

***

No. 7
This record from the Open Molecules 2025 dataset describes one molecule with the formula C3H6N2O in a non-equilibrium geometry. The level of theory is ωB97M-V with the def2-TZVPD basis set.

Structure (XYZ):
```
12
Properties=species:S:1:pos:R:3:forces:R:3:lowdin_charge:R:1
C 0.201649 -0.270558 0.128130 2.922 -7.455 -2.578 -0.38
C 0.185508 0.875269 0.878055 -1.483 4.456 6.236 -0.25
C -1.162365 -0.290747 -0.554956 -1.698 3.679 3.531 -0.06
H 1.071589 -0.295080 -1.919674 1.230 -1.327 3.101 0.11
H 1.300570 -1.725826 -0.834853 0.542 2.740 -0.915 0.08
H 0.578446 -1.172409 0.836436 -2.079 1.672 -1.149 0.17
H 1.145392 1.419460 1.092262 -1.010 -0.007 -1.129 0.15
H -0.273894 0.811519 1.999572 1.900 -1.353 -1.815 0.18
H -1.579324 -1.127334 -1.003971 -0.778 -1.259 -1.016 0.08
N 1.422626 -0.634678 -0.886509 -3.229 -0.164 -1.654 -0.03
N -1.938313 0.777818 -0.215410 5.739 -2.513 -0.645 0.14
O -0.951883 1.632566 0.480918 -2.056 1.531 -1.967 -0.19
```
Positions in Å, forces in eV/Å.

Results
SMILES   N[C@@H]1C=NOC1
Largest force on an atom   0.16359 hartree/bohr
Multiplicity   1
HOMO-LUMO gap   9.30 eV
HOMO level   -9.12 eV
E_tot   -8230.9989 eV
ΔE to the lowest compared entry with this formula, charge and spin   550.0 kJ/mol

***

No. 8
This record from the Open Molecules 2025 dataset describes one molecule with the formula C3H6N2O in a non-equilibrium geometry. The level of theory is ωB97M-V with the def2-TZVPD basis set.

Structure (XYZ):
```
12
Properties=species:S:1:pos:R:3:forces:R:3:lowdin_charge:R:1
C 1.889491 -0.721733 0.070554 -2.638 -0.659 1.310 -0.23
C 0.019572 0.424588 -0.653666 -0.811 -1.459 0.360 -0.34
C -1.346320 0.521601 0.161431 1.419 -1.056 1.035 -0.05
N 2.002050 0.672133 0.375077 0.405 0.291 0.650 0.05
N 1.043756 1.300423 -0.046202 -0.899 0.559 -0.321 0.05
O 0.650953 -0.915162 -0.583220 -0.866 1.420 -0.189 -0.09
H 2.674324 -0.977110 -0.498944 2.910 -0.572 -2.915 0.08
H 2.043896 -1.452463 0.875761 -0.652 0.715 0.754 0.13
H -0.246878 0.747379 -1.696803 0.911 -0.507 0.696 0.14
H -2.001195 -0.411369 0.090441 1.091 1.225 -0.375 0.09
H -1.872212 1.396778 -0.285748 0.208 -0.498 1.077 0.07
H -1.015221 0.555456 1.289544 -1.076 0.542 -2.083 0.11
```
Positions in Å, forces in eV/Å.

Results
SMILES   C[C@H]1N=NCO1
Largest force on an atom   0.08086 hartree/bohr
Multiplicity   1
HOMO-LUMO gap   10.74 eV
HOMO level   -9.87 eV
E_tot   -8233.6880 eV
ΔE to the lowest compared entry with this formula, charge and spin   290.5 kJ/mol